(1)
Density functional theory data (ωB97M-V with the def2-TZVPD basis set) for a single C3H8N2O2 molecule at a distorted geometry.

```
15
Properties=species:S:1:pos:R:3:forces:R:3:mulliken_charge:R:1
C 0.4541 -0.6211 0.3216 -0.424 0.974 -0.045 -0.223
C -0.0268 -1.7145 -0.5980 -0.903 -0.329 -0.285 -0.564
O 0.9833 -2.3165 -1.3626 0.568 -0.008 -0.251 -0.511
N -0.6618 0.2182 0.7438 0.078 -0.114 -0.192 -0.147
C -0.8151 1.5808 0.7279 0.719 -0.424 -0.500 0.485
N 0.1206 2.3075 -0.0128 -0.362 0.419 0.636 -0.453
O -1.7455 2.1271 1.2730 -0.437 0.187 0.108 -0.626
H 0.9245 -1.0261 1.2143 0.490 -0.035 -0.137 0.152
H 1.1317 0.0035 -0.2647 0.257 -0.160 0.293 0.203
H -0.5102 -2.5087 -0.0256 0.178 -0.111 0.053 0.321
H -0.8222 -1.3158 -1.2353 0.067 0.192 -0.109 0.346
H 1.3131 -1.6905 -2.0270 -0.220 -0.233 0.328 0.304
H -1.4854 -0.2588 1.0493 -0.262 -0.070 0.387 0.211
H 1.0510 1.9451 -0.1197 0.074 -0.039 0.059 0.226
H 0.0887 3.2699 0.3159 0.176 -0.251 -0.344 0.276
```
Forces are in eV/Å.

Results
HOMO: -9.7 eV
Energy relative to the best compared isomer or geometry (same formula, charge and spin): 64.0 kJ/mol
LUMO: 0.62 eV
SMILES string: NC(=O)NCCO
Gap between HOMO and LUMO: 10.3 eV

=====

(2)
Density functional theory data (ωB97M-V with the def2-TZVPD basis set) for a single C3H8N2O2 molecule at a distorted geometry.

```
15
Properties=species:S:1:pos:R:3:forces:R:3:mulliken_charge:R:1
O 1.4032 -1.0834 1.7040 1.792 1.573 -2.450 -0.628
C 1.0789 -0.2595 0.8190 -4.636 -2.326 2.845 0.591
N -0.0853 0.3941 1.1735 -0.470 2.282 0.391 -0.154
C -0.9364 1.2980 0.4596 -0.413 -2.917 -1.885 -0.243
O -2.2251 0.6483 0.2048 0.188 0.283 0.471 -0.543
C 1.2425 -0.3844 -0.6721 0.508 -0.762 -1.434 -0.686
N 0.3253 -1.4164 -1.2252 -1.085 -0.206 -2.391 -0.581
H -0.4462 0.2817 2.1062 0.782 -0.565 0.383 0.226
H -0.4783 1.3907 -0.5319 -0.455 0.542 0.185 0.178
H -1.1250 2.2275 0.9119 0.087 1.214 0.833 0.337
H -2.6578 0.3176 1.0269 0.806 0.543 -0.754 0.291
H 2.2020 -0.8329 -0.6897 1.316 -0.106 -0.691 0.369
H 1.1553 0.4395 -1.3958 0.609 0.517 1.238 0.350
H -0.3227 -1.0354 -1.9986 0.816 0.011 2.223 0.248
H 0.8697 -1.9854 -1.8926 0.154 -0.082 1.036 0.244
```
Forces are in eV/Å.

Results
HOMO: -9.7 eV
Energy relative to the best compared isomer or geometry (same formula, charge and spin): 250.8 kJ/mol
LUMO: 0.75 eV
SMILES string: NCC(=O)NCO
Gap between HOMO and LUMO: 10.4 eV

=====

(3)
Density functional theory data (ωB97M-V with the def2-TZVPD basis set) for a single C3H8N2O2 molecule at a distorted geometry.

```
15
Properties=species:S:1:pos:R:3:forces:R:3:mulliken_charge:R:1
C 0.1487 0.9135 -1.2617 -0.841 -1.555 -0.273 -0.197
C 0.7108 1.4310 0.0272 -0.593 -0.990 1.256 -0.904
N -0.7071 -1.0644 1.0139 -0.349 -0.868 -0.026 -0.026
C -1.2699 -0.7640 -0.2178 0.436 1.540 1.272 0.563
N 0.5241 -1.7578 1.1281 0.183 0.140 0.079 -0.674
O -0.3025 -0.5473 -1.1384 0.608 0.972 -0.680 -0.431
O -2.4415 -0.5152 -0.3402 0.074 -0.353 -0.376 -0.585
H -1.3630 -1.3342 1.7380 -0.006 -0.078 -0.343 0.246
H 1.2556 -1.0867 1.3519 -0.147 -0.042 -0.085 0.258
H 0.7640 -2.1513 0.2240 -0.083 -0.002 0.088 0.306
H -0.7411 1.4632 -1.5816 0.200 -0.047 -0.017 0.304
H 0.8889 0.8542 -2.0616 -0.245 0.058 0.070 0.264
H 0.0479 1.0541 0.8720 0.677 1.086 -0.925 0.308
H 1.6827 0.9910 0.2419 0.214 0.112 -0.181 0.216
H 0.8025 2.5139 0.0042 -0.127 0.027 0.141 0.354
```
Forces are in eV/Å.

Results
HOMO: -9.6 eV
Energy relative to the best compared isomer or geometry (same formula, charge and spin): 195.8 kJ/mol
LUMO: 0.88 eV
SMILES string: CCOC(=O)NN
Gap between HOMO and LUMO: 10.5 eV

=====

(4)
Density functional theory data (ωB97M-V with the def2-TZVPD basis set) for a single C3H8N2O2 molecule at a distorted geometry.

```
15
Properties=species:S:1:pos:R:3:forces:R:3:mulliken_charge:R:1
N -1.3217 -0.9297 -1.2513 -0.316 0.261 -0.343 -0.532
C -0.7226 0.3464 -1.0683 -0.253 0.119 -0.264 0.606
O -0.1383 0.9167 -1.9557 -0.229 -0.169 0.393 -0.568
N -0.8177 0.8127 0.2509 -0.104 -0.178 -0.060 -0.394
C 0.4850 1.0909 0.8615 0.101 0.027 -0.105 -0.602
C 1.3034 -0.2254 0.9209 0.136 0.074 0.311 -0.321
O 1.0956 -1.0649 -0.1897 0.036 -0.394 0.066 -0.550
H -1.2467 -1.2457 -2.2096 -0.199 0.171 0.019 0.216
H -2.2333 -1.0879 -0.8451 0.033 0.090 -0.015 0.211
H -1.3268 0.1648 0.8416 -0.042 0.027 -0.110 0.287
H 0.3213 1.4934 1.8705 0.065 -0.116 -0.260 0.336
H 0.9841 1.8660 0.2755 -0.063 -0.213 -0.040 0.319
H 1.0770 -0.7547 1.8597 -0.029 0.064 -0.092 0.259
H 2.3738 0.0094 0.9279 -0.164 -0.047 0.083 0.289
H 0.1670 -1.3919 -0.2889 1.030 0.285 0.416 0.446
```
Forces are in eV/Å.

Results
HOMO: -9.7 eV
Energy relative to the best compared isomer or geometry (same formula, charge and spin): 98.5 kJ/mol
LUMO: 0.65 eV
SMILES string: NC(=O)NCCO
Gap between HOMO and LUMO: 10.3 eV

=====

(5)
Density functional theory data (ωB97M-V with the def2-TZVPD basis set) for a 2-piece molecular cluster, C3H8N2O2 overall.

```
15
Properties=species:S:1:pos:R:3:forces:R:3:mulliken_charge:R:1
C 2.0347 -0.0607 -0.5249 -0.061 0.197 -0.441 -0.666
C 0.0108 -0.4481 -1.7541 -0.406 0.105 0.213 -0.180
N 1.1331 0.1526 -1.6601 0.210 -0.046 0.056 -0.037
H 1.9401 0.8020 0.1217 0.079 0.042 0.191 0.289
H 3.0459 -0.1744 -0.8975 0.161 -0.064 0.021 0.317
H 1.6758 -0.9291 0.0041 0.119 -0.119 0.193 0.270
H -0.2458 -1.2122 -1.0432 0.062 -0.298 -0.190 0.294
H -0.6645 -0.1667 -2.5525 -0.059 0.028 0.103 0.337
H 1.3297 0.9230 -2.2829 0.010 0.028 0.005 0.260
N -1.4797 0.2908 2.5731 0.183 -0.082 -0.037 -0.606
C -1.5864 0.1390 1.1119 -0.528 0.048 0.053 0.475
O -2.6973 0.1820 0.5840 -0.070 0.092 -0.054 -0.663
O -0.4842 -0.0302 0.5189 0.386 0.016 -0.074 -0.620
H -2.0858 1.0640 2.8263 -0.159 -0.076 -0.027 0.275
H -1.9264 -0.5320 2.9752 0.076 0.127 -0.012 0.254
```
Forces are in eV/Å.

Results
HOMO: -7.7 eV
Energy relative to the best compared isomer or geometry (same formula, charge and spin): 262.7 kJ/mol
LUMO: -0.23 eV
Gap between HOMO and LUMO: 7.4 eV

=====

(6)
Density functional theory data (ωB97M-V with the def2-TZVPD basis set) for a 2-piece molecular cluster, C3H8N2O2 overall at a distorted geometry.

```
15
Properties=species:S:1:pos:R:3:forces:R:3:mulliken_charge:R:1
C 0.5568 -0.4516 1.0809 1.950 0.826 1.873 0.294
C -1.0739 -0.5125 -0.8075 -1.627 0.115 1.457 -1.022
C 0.2754 1.2980 -0.5997 0.819 1.689 1.307 -0.910
N 1.9722 -2.1171 2.6330 2.099 -0.921 0.309 0.031
N 0.0428 -0.0015 -0.0700 0.057 -0.309 -0.925 0.138
O 0.3878 -1.5299 1.6636 -2.309 1.792 -2.322 -0.544
O 2.7287 -2.4657 1.7461 0.573 0.435 0.028 -0.369
H 1.3391 0.3423 1.5711 -1.628 -1.675 -1.159 0.160
H -1.1169 -0.0759 -1.7858 0.251 0.169 -0.464 0.392
H -1.0649 -1.5648 -0.9188 -0.250 -1.095 0.285 0.313
H -1.9495 -0.0948 -0.2340 0.166 -1.003 -0.826 0.355
H 0.8727 1.3294 -1.4993 -0.223 -0.430 -0.629 0.280
H -0.6829 1.8637 -0.7255 0.877 -0.374 0.156 0.345
H 0.9197 1.7705 0.1254 0.010 0.855 0.271 0.335
H 1.4003 -2.9550 2.8092 -0.764 -0.073 0.641 0.202
```
Forces are in eV/Å.

Results
HOMO: -8.1 eV
Energy relative to the best compared isomer or geometry (same formula, charge and spin): 499.2 kJ/mol
LUMO: 0.66 eV
SMILES string: CN(C)C=O.N=O
Gap between HOMO and LUMO: 8.8 eV

=====

(7)
Density functional theory data (ωB97M-V with the def2-TZVPD basis set) for a 2-piece molecular cluster, C3H8N2O2 overall at a distorted geometry.

```
15
Properties=species:S:1:pos:R:3:forces:R:3:mulliken_charge:R:1
C -0.7527 1.1038 -0.0461 1.097 1.402 0.030 -0.402
C 0.3067 1.0156 0.7636 0.128 1.592 -1.552 -0.148
N -1.8537 0.2778 -0.0248 -1.141 -0.747 0.228 -0.484
N 0.5371 0.0200 1.6891 -0.760 -1.638 1.338 -0.625
C 1.6047 -1.1819 -1.4159 -0.382 0.890 -0.853 0.229
O 0.5089 -1.8185 -0.9642 -0.067 0.579 -0.128 -0.420
O 1.5486 -0.2695 -2.2157 0.388 -1.086 0.977 -0.497
H -0.2407 -1.2742 -1.2978 0.133 -0.435 0.197 0.319
H -0.8001 1.8854 -0.8031 0.216 -0.161 0.158 0.331
H 1.1272 1.7273 0.6920 -0.311 0.077 -0.318 0.413
H -1.9935 -0.1339 0.8974 -0.151 0.015 -0.330 0.194
H -2.6984 0.7685 -0.3205 0.340 -0.406 0.118 0.238
H 0.1573 0.3018 2.5930 0.354 -0.206 0.108 0.252
H 0.0294 -0.8246 1.4181 0.320 0.032 0.203 0.240
H 2.5191 -1.5977 -0.9651 -0.163 0.092 -0.175 0.359
```
Forces are in eV/Å.

Results
HOMO: -8.1 eV
Energy relative to the best compared isomer or geometry (same formula, charge and spin): 155.7 kJ/mol
LUMO: 0.82 eV
SMILES string: N/C=C\N.O=CO
Gap between HOMO and LUMO: 8.9 eV

=====

(8)
Density functional theory data (ωB97M-V with the def2-TZVPD basis set) for a single C3H8N2O2 molecule at a distorted geometry.

```
15
Properties=species:S:1:pos:R:3:forces:R:3:mulliken_charge:R:1
O 1.1763 1.7122 0.3331 -0.097 -1.314 -2.087 -0.612
C 0.2607 0.9492 -0.0242 0.790 2.510 3.772 0.600
N 0.2179 0.1343 -1.0991 -3.284 -2.216 1.473 -0.135
C -0.3389 -1.2608 -1.1417 -1.401 -0.575 1.253 -0.377
O 0.4299 -2.3967 -1.4987 1.232 0.615 -0.465 -0.515
C -0.9001 1.0476 0.9752 -0.417 1.099 0.156 -0.725
N -0.7318 0.3875 2.2303 -1.730 -1.923 -0.197 -0.527
H 0.9877 0.1489 -1.6067 4.549 0.563 -3.026 0.265
H -1.2535 -1.3456 -1.7303 0.387 0.514 -0.505 0.326
H -0.6467 -1.5419 -0.1653 -0.687 0.629 1.255 0.216
H 0.8653 -2.8206 -0.7310 -0.374 0.764 -0.533 0.326
H -1.7237 0.6324 0.4787 -1.918 -0.214 -0.456 0.434
H -1.0944 2.1411 1.3773 0.453 -1.909 -1.923 0.292
H -0.5289 -0.6018 2.2788 -0.278 -0.206 -0.690 0.215
H 0.0114 0.7948 2.6501 2.774 1.661 1.971 0.216
```
Forces are in eV/Å.

Results
HOMO: -9.2 eV
Energy relative to the best compared isomer or geometry (same formula, charge and spin): 258.0 kJ/mol
LUMO: 0.40 eV
SMILES string: NCC(=O)NCO
Gap between HOMO and LUMO: 9.5 eV